Formula: C4H7N3S
Source: OMol25
Level of theory: ωB97M-V/def2-TZVPD

Geometry as XYZ:
```
15
C4H7N3S, DFT ωB97M-V/def2-TZVPD
C -1.874 0.252 -0.047
C -0.453 -1.648 0.041
C 0.247 -0.247 -0.126
C 1.642 -0.369 0.396
H -2.070 2.438 -0.102
H -0.819 1.671 0.956
H -3.308 0.487 -1.214
H -0.096 -2.337 0.727
H -1.162 -1.855 -0.820
H 0.108 0.066 -1.108
H 1.740 -0.991 1.334
N -1.857 1.643 0.474
N -2.704 -0.336 -0.757
N -0.886 -0.557 0.779
S 2.898 0.459 -0.302
```

total charge = 0
Kohn-Sham gap = 8.508 eV
energy above the lowest of the compared OMol25 structures with the same formula, charge and spin = 421.4 kJ/mol
SMILES = [H]/N=C(\N)N1C[C@@H]1C=S
multiplicity = 1
highest occupied orbital energy = -0.3254 Eh

---

Formula: CHCuO3
Source: OMol25
Level of theory: ωB97M-V/def2-TZVPD

Geometry as XYZ:
```
6
CHCuO3, DFT ωB97M-V/def2-TZVPD
H -1.254 -1.232 0.128
O -1.415 -0.230 -0.083
O 0.145 1.350 0.129
O 0.671 -0.761 -0.079
C -0.184 0.188 -0.248
Cu 2.038 0.685 0.154
```

total charge = +1
Kohn-Sham gap (spin up / spin down) = 10.657 / 8.430 eV
energy above the lowest of the compared OMol25 structures with the same formula, charge and spin = 0.0 kJ/mol
multiplicity = 2
highest occupied orbital energy (spin up / spin down) = -0.6479 / -0.6470 Eh

---

Formula: C5H7FS
Source: OMol25
Level of theory: ωB97M-V/def2-TZVPD

Geometry as XYZ:
```
14
C5H7FS, DFT ωB97M-V/def2-TZVPD
C -1.789 -0.517 0.378
C -0.605 0.402 0.532
C 0.515 1.006 -0.186
C 1.636 0.117 -0.172
C -0.686 -0.969 -0.246
H -1.904 -0.696 1.617
H -0.508 0.161 1.598
H 0.240 1.011 -1.254
H 0.951 2.066 0.009
H 2.653 0.052 0.493
H 2.096 0.280 -1.049
H -0.538 -0.621 -1.270
F -2.974 -0.576 -0.452
S 0.914 -1.716 0.002
```

total charge = 0
Kohn-Sham gap = 9.641 eV
energy above the lowest of the compared OMol25 structures with the same formula, charge and spin = 505.6 kJ/mol
SMILES = F[C@@H]1[C@@H]2CCS[C@@H]12
multiplicity = 1
highest occupied orbital energy = -0.3221 Eh

---

Q: energy above the lowest of the compared OMol25 structures with the same formula, charge and spin of number 2 (CHCuO3)?
A: 0.0 kJ/mol

---

Q: Look up the multiplicity of the first one.
A: 1